[1]
The following is a DFT calculation (ωB97M-V with the def2-TZVPD basis set) of a molecular structure, C29H29O24Pd3.

```
85
Properties=species:S:1:pos:R:3:mulliken_spin:R:1
Pd -2.367 4.127 2.442 1.055
Pd 1.299 -2.379 1.551 1.397
Pd -4.518 1.560 -3.165 0.955
C 1.205 4.117 0.879 0.001
C 1.030 3.743 2.340 -0.024
O -0.075 4.459 2.827 0.746
H 0.422 3.656 0.277 -0.008
H 2.169 3.713 0.570 0.005
H 1.194 5.198 0.738 0.000
H 1.915 4.080 2.881 0.067
H 1.031 2.653 2.356 0.021
C -2.144 0.240 4.744 0.075
C -1.783 1.610 4.837 -0.053
C -0.618 2.000 5.675 0.017
O -0.183 3.246 5.821 0.450
C 0.172 1.088 6.321 0.363
C 0.017 -0.377 6.079 0.056
C -1.394 -0.809 5.416 -0.009
O -1.734 -2.021 5.342 -0.011
O 0.771 -1.262 6.450 0.157
O -2.655 2.375 4.169 0.084
H -3.050 -0.069 4.245 0.002
H 1.108 1.359 6.786 -0.008
C -1.078 1.007 1.261 0.026
C -1.843 1.549 0.254 0.008
C -1.880 0.876 -1.066 -0.011
O -2.423 1.475 -2.087 -0.012
C -1.077 -0.253 -1.292 0.078
C -0.264 -0.874 -0.244 0.067
C -0.292 -0.160 1.180 -0.039
O 0.244 -0.738 2.101 0.183
O 0.456 -1.809 -0.559 0.207
O -2.525 2.653 0.581 0.092
H -1.077 1.408 2.263 -0.005
H -1.230 -0.741 -2.244 -0.001
C 1.422 2.053 -3.123 -0.003
C 1.083 3.528 -2.853 -0.001
O 2.379 4.084 -2.644 0.000
C 3.123 3.133 -2.239 0.000
O 4.254 3.305 -1.820 0.000
O 2.543 1.916 -2.345 0.000
H 1.743 1.836 -4.142 0.000
H 0.714 1.346 -2.690 0.003
H 0.683 3.741 -1.862 0.001
H 0.383 3.899 -3.602 0.000
C -4.845 -0.468 1.856 -0.002
C -3.563 -1.293 1.529 0.007
O -4.093 -2.417 1.014 0.000
C -5.420 -2.459 1.324 0.000
O -6.221 -3.260 0.902 0.000
O -5.856 -1.457 2.039 0.000
H -5.144 0.328 1.174 0.001
H -4.803 -0.060 2.866 0.001
H -2.989 -1.598 2.404 -0.004
H -2.890 -0.871 0.783 0.001
C 5.503 0.805 -0.210 0.002
C 4.706 1.370 0.904 0.001
O 4.020 0.224 1.396 0.001
C 3.883 -0.668 0.391 0.003
O 3.048 -1.538 0.344 0.060
O 4.905 -0.483 -0.478 0.002
H 6.567 0.764 0.026 0.000
H 5.380 1.437 -1.090 0.000
H 4.082 2.158 0.483 0.000
H 5.300 1.941 1.617 0.000
C 2.123 -2.447 -4.848 0.000
C 1.730 -1.215 -4.048 0.000
O 0.916 -0.499 -4.925 -0.001
C 0.640 -1.365 -5.994 0.000
O -0.125 -1.077 -6.919 0.000
O 1.183 -2.542 -5.844 0.000
H 2.264 -3.334 -4.231 0.000
H 3.089 -2.299 -5.331 0.000
H 2.644 -0.660 -3.834 0.001
H 1.240 -1.681 -3.194 -0.001
C -0.958 -4.550 -1.663 -0.002
C -2.330 -4.496 -2.363 0.000
O -1.997 -5.522 -3.330 0.000
C -1.021 -6.421 -2.821 0.000
O -0.881 -7.567 -3.216 0.000
O -0.560 -5.913 -1.698 0.000
H -0.953 -4.156 -0.647 0.000
H -0.114 -4.017 -2.100 0.001
H -2.406 -3.579 -2.948 0.000
H -3.205 -4.652 -1.732 0.000
```

Spin multiplicity: 7
Expectation value of S²: 12.0870
F_max, eV Å⁻¹: 5.9
E, a.u.: -3311.0906
Net charge: +1

[2]
The following is a DFT calculation (ωB97M-V with the def2-TZVPD basis set) of 2 unconnected molecules or ions with the total composition C5H8O2.

```
15
Properties=species:S:1:pos:R:3:mulliken_charge:R:1
C -1.465 -0.599 -0.057 -1.271
C -0.568 0.542 0.379 0.764
O -1.058 1.804 0.025 -0.522
C 0.887 0.483 0.560 -0.341
C 1.667 -0.602 0.551 -1.000
C 1.089 -0.147 -1.952 0.197
O 1.994 -0.083 -2.639 -0.241
H -2.435 -0.466 0.444 0.444
H -1.660 -0.690 -1.133 0.328
H -1.029 -1.536 0.288 0.322
H -2.026 1.762 0.033 0.340
H 1.238 1.462 0.884 0.362
H -0.317 0.403 1.546 0.083
H 2.659 -0.550 0.970 0.269
H 1.282 -1.595 0.317 0.267
```

F_max, eV Å⁻¹: 2.8
E, a.u.: -345.6927

[3]
The following is a DFT calculation (ωB97M-V with the def2-TZVPD basis set) of a molecular structure, H20O10.

```
30
Properties=species:S:1:pos:R:3:mulliken_charge:R:1
O 1.078 1.567 2.496 -0.699
H 0.671 1.607 3.362 0.287
H 0.689 0.796 2.083 0.385
O -0.036 0.119 -0.287 -0.840
H -0.398 0.315 0.577 0.843
H -0.328 -0.773 -0.473 0.195
O 2.156 -0.398 -1.004 -0.589
H 1.436 0.184 -1.247 0.435
H 2.849 0.190 -0.705 0.359
O 1.079 1.237 -1.539 -0.755
H 0.483 0.635 -1.093 0.389
H 0.665 2.095 -1.448 0.325
O -0.500 -2.033 -2.223 -0.837
H 0.324 -1.801 -1.796 0.382
H -0.676 -2.929 -1.935 0.249
O 0.019 -2.575 1.020 -0.671
H 0.571 -2.158 0.359 0.335
H 0.637 -2.944 1.651 0.288
O -1.160 2.660 0.512 -0.676
H -1.150 1.792 0.107 0.232
H -0.873 3.252 -0.182 0.292
O -0.850 0.710 1.533 -0.965
H -0.968 1.645 1.696 0.530
H -1.679 0.426 1.149 0.507
O -2.436 0.762 0.287 -0.552
H -2.816 0.323 -0.474 0.280
H -3.147 1.300 0.634 0.318
O 1.065 -1.976 -1.041 -0.760
H 1.692 -1.267 -0.901 0.435
H 1.605 -2.763 -1.117 0.277
```

F_max, eV Å⁻¹: 12.8
E, a.u.: -763.8526

[4]
The following is a DFT calculation (ωB97M-V with the def2-TZVPD basis set) of a molecular structure, C3H4N4O.

```
12
Properties=species:S:1:pos:R:3:mulliken_charge:R:1
C -1.329 -0.777 0.534 0.099
C -0.258 -0.182 -0.292 0.699
C 0.679 0.959 -1.691 -0.044
H -1.561 -1.085 2.799 0.310
H 0.152 -1.002 1.899 0.363
H 0.943 1.613 -2.463 0.441
H 2.575 1.217 -0.751 0.275
N -0.920 -1.224 1.754 -0.539
N -0.428 0.373 -1.406 -0.487
N 1.592 0.780 -0.686 -0.031
N 0.989 -0.100 0.184 -0.560
O -2.433 -0.573 0.119 -0.527
```

F_max, eV Å⁻¹: 5.8
E, a.u.: -410.9339

[5]
The following is a DFT calculation (ωB97M-V with the def2-TZVPD basis set) of 2 unconnected molecules or ions with the total composition C11H17NO8.

```
37
Properties=species:S:1:pos:R:3:mulliken_charge:R:1
N 2.791 -3.482 -4.444 1.039
O 2.482 -4.666 -4.139 -0.355
O 1.889 -2.614 -4.583 -0.326
O 3.998 -3.168 -4.616 -0.356
C 3.080 -0.635 1.546 -1.161
C 1.716 -1.298 1.348 -1.068
C 0.605 -0.401 0.855 0.948
C -0.563 -0.286 1.531 -1.605
C -1.685 0.571 1.001 1.793
C -1.689 0.525 -0.519 -1.007
C -0.402 1.320 -0.779 1.271
C 0.834 0.419 -0.399 0.111
O 1.127 -0.436 -1.547 0.063
O 2.309 -1.031 -1.423 -0.412
O -0.573 2.447 0.055 -0.539
O -1.386 1.958 1.226 -0.346
C -0.182 1.930 -2.178 -1.859
O -2.858 1.102 -0.970 -0.569
C -3.035 0.535 1.751 -0.595
C -2.783 0.981 3.166 -1.132
H 3.782 -1.347 1.987 0.402
H 3.478 -0.306 0.583 0.239
H 3.002 0.215 2.232 0.342
H 1.830 -2.112 0.619 0.333
H 1.391 -1.748 2.296 0.396
H -0.678 -0.727 2.525 0.134
H -1.624 -0.513 -0.894 0.419
H 1.659 1.128 -0.268 0.477
H -0.183 1.159 -2.959 0.356
H -0.954 2.679 -2.391 0.507
H 0.790 2.442 -2.169 0.389
H -2.811 1.283 -1.924 0.423
H -3.706 1.250 1.258 0.342
H -3.485 -0.463 1.665 0.343
H -3.719 0.997 3.732 0.424
H -2.091 0.307 3.675 0.268
H -2.354 1.987 3.150 0.312
```

F_max, eV Å⁻¹: 2.7
E, a.u.: -1085.5563

[6]
The following is a DFT calculation (ωB97M-V with the def2-TZVPD basis set) of C8H14BrNS in the gas phase.

```
25
Properties=species:S:1:pos:R:3:mulliken_charge:R:1
C -2.131 -1.172 -1.679 -0.092
C -0.618 0.729 -1.674 -0.933
C -2.695 -1.207 -0.297 -0.394
C 0.510 0.371 -0.616 0.219
C -0.086 -0.065 0.724 1.088
C -0.729 -1.440 0.783 -0.744
C 1.355 1.671 -0.590 -1.865
C 0.847 -0.025 1.971 -2.025
N -1.221 -0.475 -2.220 -0.481
S 0.008 -2.913 0.212 -0.150
Br -3.502 0.434 0.453 -0.166
H -2.336 -2.040 -2.440 0.267
H -1.250 1.389 -1.180 0.460
H -0.280 1.006 -2.646 0.437
H -3.352 -1.940 0.124 0.499
H 1.021 -0.429 -0.977 0.582
H -1.011 0.409 1.089 -0.104
H -1.193 -1.515 1.767 0.476
H 2.251 1.369 -0.213 0.523
H 0.790 2.478 0.088 0.269
H 1.586 1.951 -1.543 0.558
H 1.410 0.868 2.105 0.467
H 1.698 -0.714 1.883 0.389
H 0.357 -0.099 2.832 0.600
H 0.315 -2.561 -1.004 0.122
```

F_max, eV Å⁻¹: 4.9
E, a.u.: -3340.0107